Entry from OMol25: a molecular structure, C29H38AsCrF5N5O4PS at a distorted geometry (ωB97M-V/def2-TZVPD).

Each line ends with the Löwdin charge.
CARTESIAN COORDINATES (ANGSTROEM)
Cr -0.5591 -0.0202 -0.5272  0.2488
S -0.5784 -0.0838 1.7927  0.7272
C 1.1565 0.2815 2.0028  -0.7366
N 1.6648 0.6090 3.1885  0.0496
N 0.7875 0.6702 4.2044  -0.0380
C 1.1770 1.0648 5.4782  -0.2492
C 0.2041 1.1212 6.4763  -0.0437
C 0.5451 1.5105 7.7612  -0.1043
C 1.8548 1.8472 8.0752  -0.1157
C 2.8201 1.7871 7.0768  -0.0979
C 2.4967 1.4020 5.7836  -0.0348
N 2.0174 0.2191 0.9836  -0.0010
N 1.5086 0.0072 -0.2543  -0.1706
C 2.5303 -0.3443 -1.1563  -0.2842
C 2.4889 0.0597 -2.4923  -0.0861
C 3.4664 -0.3375 -3.3960  -0.0972
C 4.5242 -1.1346 -2.9859  -0.1068
C 4.5944 -1.5140 -1.6493  -0.0873
C 3.6180 -1.1267 -0.7449  -0.0417
H -0.1909 0.4891 4.0230  0.0581
H -0.8224 0.8592 6.2399  0.1075
H -0.2226 1.5510 8.5244  0.0990
H 2.1188 2.1505 9.0806  0.0941
H 3.8470 2.0477 7.3056  0.0993
H 3.2421 1.3549 5.0012  0.0975
H 1.7204 0.7514 -2.8067  0.0519
H 3.4108 0.0030 -4.4249  0.1023
H 5.2894 -1.4402 -3.6879  0.0953
H 5.4225 -2.1225 -1.3050  0.1003
H 3.6843 -1.4114 0.2970  0.1003
C -2.6068 -0.3081 -3.5986  -0.2602
As -0.7572 -0.0182 -3.0850  1.1442
C -0.3112 1.4222 -4.3217  -0.2500
C 0.0985 -1.5224 -3.9826  -0.2507
H -2.6613 -0.4559 -4.6750  0.0364
H -3.1890 0.5654 -3.3107  0.0392
H -3.0033 -1.1789 -3.0841  0.0170
H 0.4233 1.0602 -5.0371  0.0308
H 0.0951 2.2735 -3.7845  0.0074
H -1.2140 1.7225 -4.8495  0.0359
H 0.9103 -1.1506 -4.6002  0.0188
H -0.6335 -2.0346 -4.6044  0.0359
H 0.5108 -2.2074 -3.2480  0.0181
C -0.5165 3.4292 1.7992  -0.0721
O -0.2715 3.4846 0.3765  -0.2775
P -0.3589 2.3445 -0.7226  0.6940
O -1.5311 2.7934 -1.7226  -0.3451
C -1.7645 4.1768 -2.0188  -0.0781
O 0.9082 2.7821 -1.6033  -0.3297
C 2.1800 3.0859 -0.9939  -0.0733
H -1.4378 3.9671 2.0080  0.0903
H 0.3239 3.9221 2.2792  0.0956
H -0.5979 2.4050 2.1470  0.0120
H -0.8500 4.6549 -2.3704  0.0888
H -2.1319 4.6911 -1.1324  0.0890
H -2.5195 4.2071 -2.7994  0.0905
H 2.1593 4.1067 -0.6173  0.0889
H 2.9274 2.9897 -1.7754  0.0914
H 2.4161 2.3943 -0.1853  0.0736
C 0.0220 -5.5558 -0.3392  -0.0318
N -0.3617 -4.2771 -0.9408  -0.1064
C -1.2734 -4.3551 -2.0807  -0.0273
C 0.0009 -3.1026 -0.4161  -0.4233
C 0.9186 -3.0650 0.7657  0.0352
O -0.3731 -2.0347 -0.9429  -0.1559
H -0.3697 -6.3504 -0.9680  0.0881
H -0.3979 -5.6748 0.6587  0.1006
H 1.1025 -5.6703 -0.2914  0.0930
H -2.2044 -4.8378 -1.7804  0.1006
H -0.8083 -4.9358 -2.8790  0.0994
H -1.4971 -3.3597 -2.4387  0.0571
H 1.2633 -4.0360 1.1021  0.0744
H 0.4046 -2.5481 1.5754  0.0590
H 1.7702 -2.4382 0.4975  0.0694
F -3.0132 -2.3626 -1.0386  0.0391
C -3.5174 -1.2068 -0.5268  -0.2380
C -2.7118 -0.1025 -0.2930  -0.1293
C -3.4429 0.9553 0.2341  -0.2447
F -2.8461 2.1142 0.6086  0.0334
C -4.8062 0.9623 0.4661  -0.1462
F -5.4112 2.0428 0.9734  0.1142
C -5.5444 -0.1673 0.1901  -0.1437
F -6.8604 -0.1960 0.4043  0.1247
C -4.8840 -1.2676 -0.3084  -0.1483
F -5.5724 -2.3834 -0.5835  0.1097

Its spin multiplicity is 5. As for the total energy: -6221.7183 hartree. The LUMO energy (alpha / beta) comes out at 0.3 / 0.1 eV.